Entry 1:
One molecule with the formula C6H8O2. Source: the Open Molecules 2025 dataset; level of theory: wB97M-V/def2-TZVPD.

Each line ends with the Löwdin charge.
Element x y z (Å)
C1 1.68 1.04 0.80  0.00
C2 0.93 0.11 -0.12  -0.34
C3 -0.38 -0.50 0.43  -0.27
C4 -1.44 0.04 -1.72  -0.17
C5 -1.52 -0.38 -0.42  -0.06
C6 -0.42 -0.89 1.71  0.05
O1 -0.57 -0.29 -2.69  0.03
O2 1.50 -0.36 -1.10  0.07
H1 0.29 -0.58 -2.29  0.07
H2 -2.36 0.40 -2.18  0.12
H3 -2.49 -0.34 0.07  0.11
H4 1.19 1.19 1.75  0.07
H5 1.77 1.99 0.28  0.09
H6 2.69 0.66 0.96  0.10
H7 -1.36 -1.05 2.22  0.07
H8 0.48 -1.06 2.29  0.07

For the energy above the lowest of the compared OMol25 structures with the same formula, charge and spin, the calculation gives 46.73 kcal/mol. The value obtained for the HOMO energy is -8.15 eV. As for the SMILES: C=C(/C=C\O)C(C)=O. Its spin multiplicity is 1.


Entry 2:
C10H29Br2F6FePSbSi3 as an isolated structure. Source: the Open Molecules 2025 dataset; level of theory: wB97M-V/def2-TZVPD.

Each line ends with the Löwdin spin population.
Element x y z (Å)
Fe1 -0.18 0.78 0.87  3.76
Br1 2.06 -0.49 0.40  0.05
C1 1.78 -0.98 2.25  0.00
Br2 1.00 0.55 3.15  0.06
H1 2.74 -1.23 2.69  0.00
H2 1.07 -1.81 2.30  0.00
C2 2.36 5.35 0.74  0.04
Si1 0.47 5.46 0.77  0.07
C3 -0.28 5.41 2.51  0.01
C4 -0.20 6.84 -0.36  0.00
Sb1 -0.33 2.98 -0.20  0.51
Si2 -3.34 3.28 -0.53  0.17
C5 -3.55 5.13 -0.92  0.03
C6 -3.60 2.24 -2.09  0.04
C7 -3.71 2.95 1.29  0.05
Si3 0.84 2.55 -2.71  0.04
C8 2.69 2.54 -2.25  0.02
C9 0.13 0.86 -3.22  0.00
C10 0.25 4.08 -3.68  0.00
H3 2.75 6.18 1.32  0.01
H4 2.77 5.44 -0.26  0.00
H5 2.74 4.43 1.20  0.00
H6 0.10 6.25 3.08  0.00
H7 -0.01 4.51 3.05  0.00
H8 -1.37 5.49 2.50  0.00
H9 0.18 7.78 0.02  0.00
H10 -1.28 6.90 -0.37  0.00
H11 0.15 6.75 -1.39  0.00
H12 -2.92 5.51 -1.71  0.00
H13 -3.40 5.75 -0.04  0.00
H14 -4.58 5.30 -1.23  0.01
H15 -3.46 2.84 -2.99  0.00
H16 -4.62 1.87 -2.11  0.01
H17 -2.97 1.37 -2.16  0.00
H18 -3.72 3.88 1.86  0.00
H19 -3.01 2.27 1.78  0.00
H20 -4.69 2.49 1.40  0.01
H21 2.95 1.65 -1.67  0.00
H22 2.98 3.42 -1.68  0.00
H23 3.30 2.53 -3.15  0.00
H24 0.13 0.15 -2.39  0.00
H25 0.73 0.44 -4.01  0.00
H26 -0.89 0.95 -3.59  0.00
H27 0.76 4.98 -3.36  0.00
H28 -0.82 4.24 -3.58  0.00
H29 0.46 3.95 -4.74  0.00
F1 -1.81 0.22 -0.66  0.04
P1 -2.54 -0.98 0.39  0.00
F2 -2.70 -1.92 -0.84  0.00
F3 -0.96 -1.44 0.62  0.02
F4 -3.05 -1.96 1.47  0.00
F5 -3.90 -0.21 0.17  0.00
F6 -2.17 0.18 1.62  0.04

For the energy above the lowest of the compared OMol25 structures with the same formula, charge and spin, the calculation gives 18.87 kcal/mol. The value obtained for the HOMO energy (spin up / spin down) is -15.13 / -15.12 eV. Its spin multiplicity is 6. Its total charge is +2.


Entry 3:
One molecule with the formula C7H11N. Source: the Open Molecules 2025 dataset; level of theory: wB97M-V/def2-TZVPD.

Each line ends with the Löwdin charge.
Element x y z (Å)
C1 0.41 0.85 -1.90  -0.07
C2 0.04 0.30 -0.62  -0.58
C3 1.28 -0.31 0.19  -0.06
C4 0.20 -0.73 1.33  -0.30
C5 -1.00 -1.31 0.66  -0.19
C6 -0.18 0.76 1.69  -0.05
C7 -0.58 1.37 0.48  0.04
H1 -0.38 1.57 -2.27  0.10
H2 0.77 0.29 -2.72  0.06
H3 1.21 1.60 -1.58  0.10
H4 1.83 0.78 0.51  0.17
H5 1.76 -1.23 -0.29  0.12
H6 0.69 -1.20 2.21  0.13
H7 -2.06 -0.93 1.03  0.14
H8 -1.15 -2.42 0.81  0.11
H9 -0.33 -1.60 -1.35  0.08
H10 -0.57 1.06 2.66  0.09
H11 -1.14 2.10 -0.05  0.09
N1 -0.79 -0.92 -0.80  0.00

For the energy above the lowest of the compared OMol25 structures with the same formula, charge and spin, the calculation gives 98.49 kcal/mol. The value obtained for the HOMO energy is -8.63 eV. As for the SMILES: C[C@@]12C=C[C@@H](CN1)C2. Its spin multiplicity is 1.


Entry 4:
A 3-piece molecular cluster, C3H12NO4 overall. Source: the Open Molecules 2025 dataset; level of theory: wB97M-V/def2-TZVPD.

Each line ends with the Löwdin spin population.
Element x y z (Å)
O1 2.05 -0.05 -2.45  0.02
C1 1.37 0.64 -1.56  0.01
C2 0.86 -0.34 -0.57  0.01
N1 0.16 0.36 0.61  0.00
C3 -0.65 -0.56 1.65  0.00
O2 1.34 1.80 -1.47  0.13
H1 2.09 0.28 -3.45  0.00
H2 1.59 -1.17 -0.28  0.00
H3 0.07 -1.03 -1.13  0.00
H4 0.96 0.93 1.30  0.00
H5 -0.44 1.14 0.26  0.00
H6 -1.59 -0.01 1.71  0.00
H7 -0.08 -0.47 2.55  0.00
H8 -0.76 -1.49 1.32  0.00
H9 -4.78 -4.37 -1.63  0.00
H10 -4.49 -2.94 -1.93  0.02
O3 -4.04 -3.59 -1.53  0.61
H11 2.03 3.83 1.44  0.00
H12 2.44 3.71 2.96  0.00
O4 1.87 3.32 2.21  0.20

For the energy above the lowest of the compared OMol25 structures with the same formula, charge and spin, the calculation gives 46.68 kcal/mol. The value obtained for the HOMO energy (spin up / spin down) is -18.79 / -16.78 eV. Its spin multiplicity is 2. Its total charge is +2.


Entry 5:
C30H39N3OV as an isolated structure. Source: the Open Molecules 2025 dataset; level of theory: wB97M-V/def2-TZVPD.

Each line ends with the Löwdin spin population.
Element x y z (Å)
V1 0.62 -0.12 0.78  1.90
N1 0.67 -2.57 4.20  -0.02
N2 -1.14 -2.80 -1.71  0.00
C1 1.16 1.94 0.35  0.00
C2 2.29 1.13 0.71  0.00
C3 2.10 0.73 2.06  -0.03
C4 3.02 -0.12 2.83  0.15
H1 3.80 -0.56 2.21  0.00
H2 2.29 -1.30 3.13  0.02
H3 3.34 0.27 3.79  0.01
C5 0.78 1.12 2.48  -0.03
C6 0.17 0.78 3.79  -0.01
H4 0.71 1.23 4.62  0.00
H5 0.18 -0.30 3.96  0.00
H6 -0.87 1.12 3.84  0.00
C7 0.24 1.94 1.44  0.00
C8 -0.96 2.83 1.56  0.00
H7 -1.75 2.33 2.13  0.00
H8 -1.36 3.07 0.56  0.00
H9 -0.75 3.79 2.06  0.00
C9 3.42 0.76 -0.17  0.01
H10 4.25 1.47 -0.06  0.00
H11 3.11 0.77 -1.22  0.00
H12 3.79 -0.25 0.06  0.00
C10 1.05 2.76 -0.89  0.00
H13 0.00 2.96 -1.12  0.00
H14 1.49 2.22 -1.73  0.00
H15 1.57 3.74 -0.81  0.00
C11 -0.12 -3.32 4.92  0.00
H16 0.07 -3.22 5.97  0.00
C12 -1.09 -4.15 4.41  -0.02
H17 -1.71 -4.75 5.06  0.00
C13 -1.23 -4.14 3.02  0.00
H18 -1.98 -4.77 2.58  0.00
C14 -0.46 -3.33 2.19  -0.01
H19 -0.54 -3.35 1.07  0.00
C15 0.50 -2.48 2.87  0.00
C16 1.57 -1.74 2.36  -0.02
H20 2.00 -2.06 1.39  0.01
C17 -0.49 -1.57 -1.29  0.01
C18 0.14 -3.28 -2.09  -0.01
H21 0.91 -4.09 -1.91  0.00
C19 0.57 -2.29 -3.05  0.01
H22 0.83 -2.42 -4.09  0.00
N3 0.13 -1.08 -2.56  0.00
C20 -0.04 0.16 -3.21  0.00
C21 0.93 0.50 -4.16  0.00
C22 0.71 1.60 -4.99  0.00
H23 1.45 1.85 -5.76  0.00
C23 -0.44 2.39 -4.87  0.00
C24 -0.65 3.55 -5.81  0.00
H24 -1.19 4.38 -5.33  0.00
H25 -1.23 3.25 -6.70  0.00
H26 0.32 3.93 -6.17  0.00
C25 -1.38 2.05 -3.90  0.00
H27 -2.29 2.65 -3.81  0.00
C26 -1.22 0.94 -3.06  0.00
C27 -2.28 0.60 -2.07  0.00
H28 -2.56 -0.45 -2.11  0.00
H29 -3.18 1.20 -2.27  0.00
H30 -1.97 0.82 -1.04  0.00
C28 2.19 -0.28 -4.24  0.00
H31 2.03 -1.31 -4.55  0.00
H32 2.70 -0.32 -3.27  0.00
H33 2.87 0.17 -4.98  0.00
C29 -3.53 0.24 2.96  0.00
C30 -2.79 -1.01 2.55  0.00
O1 -2.24 -0.78 1.23  0.01
H34 -4.31 0.48 2.23  0.00
H35 -2.85 1.09 3.05  0.00
H36 -4.01 0.12 3.94  0.00
H37 -1.97 -1.22 3.25  0.00
H38 -3.46 -1.88 2.52  0.00
H39 -1.91 -1.61 0.85  0.00

The value obtained for the HOMO energy (spin up / spin down) is -2.53 / -2.00 eV. Its spin multiplicity is 3. Its total charge is -1.


Entry 6:
C6H18Al2O26S5Y2 as an isolated structure. Source: the Open Molecules 2025 dataset; level of theory: wB97M-V/def2-TZVPD.

Each line ends with the Löwdin charge.
Element x y z (Å)
Y1 -4.39 -1.59 1.35  1.82
Y2 -0.27 1.43 2.47  1.74
Al1 -0.56 -4.39 -0.50  1.30
Al2 -3.38 2.80 -1.80  1.24
S1 -1.03 -2.11 2.83  0.41
O1 -0.98 -2.60 4.25  -0.10
O2 -0.45 -0.74 2.75  -0.41
O3 -0.33 -3.04 1.99  -0.23
O4 -2.49 -2.01 2.49  -0.32
S2 -0.16 4.07 0.09  0.27
O5 -0.58 3.20 1.15  -0.35
O6 -1.02 3.97 -1.09  -0.27
O7 -0.13 5.41 0.59  -0.06
O8 1.18 3.76 -0.37  -0.10
S3 -1.46 -0.31 -0.39  0.35
O9 -0.50 0.44 0.50  -0.41
O10 -0.84 -1.57 -0.74  -0.37
O11 -2.75 -0.51 0.34  -0.44
O12 -1.66 0.51 -1.53  -0.35
S4 -3.91 -4.46 0.43  0.21
O13 -3.23 -3.28 -0.20  -0.34
O14 -4.98 -4.94 -0.38  -0.14
O15 -2.90 -5.41 0.77  -0.30
O16 -4.42 -3.82 1.63  -0.38
S5 -3.88 1.70 2.23  0.33
O17 -2.45 1.51 2.51  -0.42
O18 -4.53 2.42 3.31  -0.20
O19 -4.02 2.42 0.98  -0.35
O20 -4.52 0.36 2.16  -0.44
C1 3.07 1.31 1.67  -0.11
C2 2.85 0.33 2.94  -0.20
O21 1.75 0.67 3.60  -0.11
O22 1.80 1.68 1.12  -0.17
H1 3.75 0.86 0.94  0.11
H2 3.55 2.27 1.88  0.13
H3 3.72 0.37 3.59  0.15
H4 2.68 -0.68 2.55  0.13
H5 1.73 0.17 4.42  0.15
H6 1.97 2.30 0.41  0.06
C3 4.12 -1.41 -1.03  -0.22
C4 2.58 -1.03 -1.19  -0.18
O23 1.69 -1.97 -0.57  -0.07
O24 4.41 -2.61 -1.66  -0.03
H7 4.19 -1.54 0.05  0.11
H8 4.76 -0.62 -1.43  0.13
H9 2.22 -1.03 -2.22  0.10
H10 2.46 -0.01 -0.82  0.10
H11 0.82 -1.58 -0.60  -0.01
H12 4.71 -2.45 -2.56  0.10
C5 0.79 0.66 -3.61  -0.20
C6 -0.03 1.57 -4.59  -0.15
O25 -0.88 2.38 -3.76  -0.09
O26 0.00 -0.46 -3.34  -0.01
H13 1.05 1.22 -2.72  0.12
H14 1.70 0.21 -3.99  0.13
H15 -0.58 1.07 -5.39  0.14
H16 0.66 2.13 -5.22  0.13
H17 -0.31 3.13 -3.64  0.09
H18 -0.62 -0.16 -2.67  0.01

The value obtained for the HOMO energy is -14.76 eV. Its spin multiplicity is 1. Its total charge is +2.


Entry 7:
C31H31N4O4S2Se2Ti as an isolated structure. Source: the Open Molecules 2025 dataset; level of theory: wB97M-V/def2-TZVPD.

Each line ends with the Löwdin spin population.
Element x y z (Å)
Ti1 -0.05 -0.44 0.15  -0.01
O1 -0.19 1.40 0.25  0.00
N1 0.30 2.61 0.56  0.00
C1 0.77 3.30 -0.51  0.00
C2 1.30 4.55 -0.37  0.00
C3 1.34 5.11 0.92  0.00
C4 0.84 4.40 1.97  0.00
C5 0.28 3.10 1.84  0.00
S1 -0.36 2.30 3.18  0.00
H1 0.68 2.77 -1.45  0.01
H2 1.67 5.07 -1.24  0.00
H3 1.75 6.10 1.07  0.00
H4 0.85 4.81 2.97  0.00
N2 -0.57 -0.71 2.28  0.00
C6 -0.15 -2.05 2.72  0.00
C7 1.00 -2.48 1.82  0.00
O2 1.96 -3.08 2.21  0.00
O3 0.78 -2.12 0.57  0.00
H5 -0.07 0.05 2.75  0.00
H6 -1.55 -0.54 2.46  0.00
H7 -0.96 -2.75 2.54  0.00
H8 0.13 -2.09 3.77  0.00
Se1 -0.66 -1.17 -2.28  0.36
Se2 0.65 1.12 -3.32  0.47
C8 2.12 0.31 -2.42  0.03
C9 3.37 0.39 -3.04  0.02
C10 4.46 -0.24 -2.48  0.00
C11 4.27 -0.97 -1.31  0.00
C12 3.02 -1.00 -0.75  0.00
N3 1.95 -0.35 -1.25  0.01
C13 -2.41 -0.47 -2.62  0.01
C14 -3.42 -1.32 -3.05  0.01
C15 -4.69 -0.81 -3.22  0.00
C16 -4.91 0.54 -2.98  0.01
C17 -3.83 1.31 -2.57  0.00
N4 -2.61 0.83 -2.39  0.01
H9 3.45 0.93 -3.97  0.01
H10 5.43 -0.19 -2.96  0.00
H11 5.08 -1.53 -0.86  0.00
H12 2.84 -1.57 0.15  0.00
H13 -3.21 -2.37 -3.21  0.00
H14 -5.50 -1.45 -3.54  0.00
H15 -5.89 0.98 -3.10  0.00
H16 -3.96 2.37 -2.37  0.00
C18 -5.66 1.01 1.04  0.00
C19 -4.41 1.66 1.04  0.00
C20 -3.27 0.96 0.77  0.00
C21 -3.28 -0.43 0.50  0.00
C22 -2.10 -1.19 0.21  0.02
C23 -2.24 -2.55 0.06  0.02
C24 -3.49 -3.20 0.13  0.00
C25 -4.63 -2.49 0.34  0.00
C26 -4.55 -1.09 0.54  0.00
C27 -5.72 -0.33 0.80  0.00
H17 -6.57 1.57 1.25  0.00
H18 -4.36 2.72 1.25  0.00
H19 -2.32 1.49 0.75  0.00
H20 -1.37 -3.16 -0.15  0.00
H21 -3.53 -4.28 0.00  0.00
H22 -5.60 -2.97 0.38  0.00
H23 -6.67 -0.85 0.81  0.00
O4 1.95 0.28 1.54  0.00
S2 2.79 1.06 2.53  0.00
C28 4.48 0.44 2.30  0.00
C29 4.61 -0.82 3.15  0.00
C30 3.97 -0.44 4.48  0.00
C31 2.62 0.18 4.12  0.00
H24 5.15 1.23 2.64  0.00
H25 4.61 0.29 1.23  0.00
H26 5.66 -1.11 3.27  0.00
H27 4.07 -1.64 2.69  0.00
H28 4.59 0.29 5.00  0.00
H29 3.84 -1.29 5.14  0.00
H30 2.20 0.86 4.86  0.00
H31 1.89 -0.60 3.89  0.00

For the energy above the lowest of the compared OMol25 structures with the same formula, charge and spin, the calculation gives 0.00 kcal/mol. The value obtained for the HOMO energy (spin up / spin down) is -6.41 / -7.40 eV. Its spin multiplicity is 2.


Entry 8:
One molecule with the formula F2H3N2P. Source: the Open Molecules 2025 dataset; level of theory: wB97M-V/def2-TZVPD.

Each line ends with the Löwdin charge.
Element x y z (Å)
N1 -1.23 0.42 0.23  -0.07
N2 -0.23 -0.58 -0.08  -0.26
F1 1.46 1.21 -0.55  -0.29
F2 2.08 -1.12 -0.17  -0.34
P1 1.31 0.14 0.63  0.88
H1 -1.99 0.11 -0.25  0.03
H2 -1.07 1.24 -0.24  0.02
H3 -0.32 -1.43 0.43  0.03

For the energy above the lowest of the compared OMol25 structures with the same formula, charge and spin, the calculation gives 10.82 kcal/mol. The value obtained for the HOMO energy is -8.94 eV. As for the SMILES: NNP(F)F. Its spin multiplicity is 1.